Model a:
Below is a single C19H23N3O3 molecule, with properties calculated with ωB97M-V/def2-TZVPD.

Computed properties:
LUMO: 0.366 eV
highest occupied orbital energy: -7.9 eV
multiplicity: 1
Kohn-Sham gap: 8.28 eV

CARTESIAN COORDINATES (ANGSTROEM)
C -5.917 -3.093 1.775
C -6.030 -1.597 1.510
C -5.465 -1.222 0.143
C -5.578 0.275 -0.133
C -5.016 0.645 -1.510
C -3.544 0.283 -1.629
O -3.118 -0.611 -2.316
N -2.747 1.090 -0.857
N -1.422 0.885 -0.797
C -0.626 1.625 -0.131
C -1.022 2.845 0.665
C 0.782 1.224 -0.155
C 1.712 1.703 0.768
C 3.033 1.302 0.729
C 3.461 0.405 -0.245
N 4.779 -0.035 -0.344
C 5.860 0.303 0.418
O 5.854 1.083 1.350
C 7.089 -0.388 -0.007
C 8.356 -0.304 0.511
C 9.157 -1.171 -0.264
C 8.325 -1.718 -1.194
O 7.076 -1.255 -1.051
C 2.535 -0.088 -1.168
C 1.220 0.312 -1.121
H -6.320 -3.342 2.754
H -6.469 -3.655 1.024
H -4.877 -3.408 1.739
H -7.079 -1.296 1.564
H -5.490 -1.051 2.288
H -6.001 -1.771 -0.634
H -4.416 -1.522 0.089
H -6.629 0.574 -0.089
H -5.049 0.826 0.650
H -5.553 0.094 -2.282
H -5.146 1.715 -1.692
H -3.183 1.845 -0.329
H -0.229 3.586 0.631
H -1.925 3.305 0.265
H -1.204 2.576 1.706
H 1.409 2.385 1.547
H 3.738 1.679 1.451
H 4.951 -0.699 -1.088
H 8.656 0.304 1.339
H 10.203 -1.360 -0.146
H 8.498 -2.424 -1.982
H 2.859 -0.790 -1.924
H 0.502 -0.069 -1.828

---

Model b:
Below is a single C19H23N3O3 molecule, with properties calculated with ωB97M-V/def2-TZVPD.

Computed properties:
LUMO: 0.730 eV
highest occupied orbital energy: -8.2 eV
multiplicity: 1
Kohn-Sham gap: 8.89 eV

CARTESIAN COORDINATES (ANGSTROEM)
C 4.813 3.327 5.751
O 4.648 2.957 4.379
C 4.090 1.664 4.151
C 4.464 1.368 2.658
C 3.787 0.104 2.131
N 2.362 0.109 2.425
C 1.407 -0.101 1.431
C 1.559 -0.250 0.093
C 0.210 -0.299 -0.480
C -0.114 -0.553 -1.912
O 0.872 -0.717 -2.696
N -1.384 -0.695 -2.444
C -2.691 -0.384 -1.908
C -3.114 -0.246 -3.407
C -4.191 -1.190 -3.947
C -4.261 -2.535 -3.503
C -5.235 -3.386 -4.071
C -6.080 -2.942 -5.086
C -6.059 -1.588 -5.406
C -5.115 -0.734 -4.838
C -1.713 -0.544 -3.809
N -0.674 -0.229 0.475
O 0.061 -0.061 1.695
C 1.951 0.342 3.827
C 2.595 1.642 4.385
H 3.853 3.552 6.252
H 5.455 4.200 5.889
H 5.335 2.500 6.249
H 4.515 0.897 4.769
H 4.168 2.221 2.047
H 5.507 1.217 2.575
H 4.049 -0.039 1.062
H 4.226 -0.746 2.674
H 2.476 -0.294 -0.466
H -2.739 0.551 -1.335
H -3.116 -1.232 -1.422
H -3.319 0.776 -3.661
H -3.558 -2.871 -2.787
H -5.299 -4.426 -3.798
H -6.778 -3.577 -5.610
H -6.732 -1.222 -6.175
H -5.079 0.315 -5.175
H -1.599 -1.445 -4.477
H -1.179 0.259 -4.293
H 0.878 0.550 3.905
H 2.168 -0.504 4.452
H 2.472 1.734 5.465
H 2.108 2.524 3.968

---

It is model a that is most stable; the runner-up trails by 274.7 kJ/mol.

---

Model a:
Below is 2 unconnected molecules or ions with the total composition C2H3N3O, with properties calculated with ωB97M-V/def2-TZVPD.

Computed properties:
expectation value of S²: 2.022
LUMO (alpha / beta): 0.979 / -1.731 eV
highest occupied orbital energy (alpha / beta): -6.5 / -10.9 eV
multiplicity: 3
Kohn-Sham gap (alpha / beta): 7.46 / 9.21 eV

CARTESIAN COORDINATES (ANGSTROEM)
C -0.792 2.276 0.954
C 0.374 -1.345 -1.500
N -0.556 2.544 -0.093
N 0.565 -1.178 0.889
N 0.585 -1.031 -0.276
O 0.423 -0.491 1.882
H -0.621 -1.662 -1.646
H 1.183 -1.252 -2.138
H -1.161 2.138 1.928

---

Model b:
Below is a single C2H3N3O molecule, with properties calculated with ωB97M-V/def2-TZVPD.

Computed properties:
expectation value of S²: 2.016
LUMO (alpha / beta): 0.802 / -2.947 eV
highest occupied orbital energy (alpha / beta): -4.4 / -10.1 eV
multiplicity: 3
Kohn-Sham gap (alpha / beta): 5.25 / 7.15 eV

CARTESIAN COORDINATES (ANGSTROEM)
C -0.340 -0.907 -0.573
C -0.438 0.742 0.862
N -1.557 -0.649 -0.303
N -1.660 0.346 0.596
N 0.421 -0.005 0.120
O 1.809 0.276 0.080
H -0.051 -1.491 -1.333
H -0.230 1.606 1.407
H 2.047 0.081 -0.856

---

It is model a that is most stable; the runner-up trails by 77.3 kJ/mol.

---

Model a:
Below is a single C3H3N5 molecule, with properties calculated with ωB97M-V/def2-TZVPD.

Computed properties:
LUMO: -1.461 eV
highest occupied orbital energy: -9.6 eV
multiplicity: 1
Kohn-Sham gap: 8.18 eV

CARTESIAN COORDINATES (ANGSTROEM)
H 1.926 0.224 1.584
N 0.949 0.354 1.834
C 0.141 0.706 0.933
N -1.281 0.690 0.707
C -1.598 -0.257 -0.155
N -0.679 -1.267 -0.607
C 0.529 -0.648 -1.060
N 0.896 0.669 -1.124
N 0.622 1.516 -0.228
H -2.678 -0.474 -0.355
H 1.173 -1.514 -1.529

---

Model b:
Below is a single C3H3N5 molecule, with properties calculated with ωB97M-V/def2-TZVPD.

Computed properties:
LUMO: 0.383 eV
highest occupied orbital energy: -9.4 eV
multiplicity: 1
Kohn-Sham gap: 9.74 eV

CARTESIAN COORDINATES (ANGSTROEM)
C 2.038 0.026 0.002
N 1.213 1.218 -0.116
C 0.034 0.638 0.116
N -1.232 1.033 0.076
C -2.051 -0.147 -0.034
N -1.213 -1.166 -0.156
N 0.074 -0.646 0.207
N 1.402 -1.102 -0.036
H 3.093 -0.071 -0.077
H -1.747 2.016 -0.316
H -3.177 -0.411 0.069

---

Model c:
Below is a single C3H3N5 molecule, with properties calculated with ωB97M-V/def2-TZVPD.

Computed properties:
LUMO: -1.141 eV
highest occupied orbital energy: -9.1 eV
multiplicity: 1
Kohn-Sham gap: 7.95 eV

CARTESIAN COORDINATES (ANGSTROEM)
N 0.456 -1.695 -1.587
C -0.200 -1.080 -0.645
N -0.304 -1.549 0.610
N 0.034 -0.786 1.563
C 0.466 0.495 1.285
C -0.042 1.417 0.454
N -1.118 1.149 -0.350
N -1.295 0.123 -0.854
H 0.136 -1.407 -2.604
H 1.473 0.948 1.769
H 0.393 2.384 0.358

---

Model d:
Below is a single C3H3N5 molecule, with properties calculated with ωB97M-V/def2-TZVPD.

Computed properties:
LUMO: -0.982 eV
highest occupied orbital energy: -10.1 eV
multiplicity: 1
Kohn-Sham gap: 9.12 eV

CARTESIAN COORDINATES (ANGSTROEM)
H -1.585 -1.819 -1.472
N -0.679 -1.331 -1.644
C -0.489 -0.298 -1.012
C -1.328 0.341 0.100
N -0.856 0.412 1.323
N 0.228 -0.181 1.671
N 1.349 -0.148 1.001
C 1.335 0.672 -0.142
N 0.611 0.581 -1.194
H -2.221 0.840 -0.167
H 2.126 1.357 -0.137

---

It is model b that is most stable; the runner-up trails by 113.2 kJ/mol.

---

Model a:
Below is a single C3H3N5 molecule, with properties calculated with ωB97M-V/def2-TZVPD.

Computed properties:
LUMO: -1.185 eV
highest occupied orbital energy: -10.1 eV
multiplicity: 1
Kohn-Sham gap: 8.92 eV

CARTESIAN COORDINATES (ANGSTROEM)
N -1.724 0.121 1.056
C -1.038 0.035 -0.063
N -0.671 -1.068 -0.784
N 0.492 -1.455 -0.475
C 1.333 -0.815 0.531
C 1.372 0.607 0.428
N 0.705 1.377 -0.412
N -0.531 1.310 -0.612
H -2.114 -0.810 1.068
H 2.165 -1.356 1.054
H 2.056 1.209 1.099

---

Model b:
Below is a molecular structure, C3H3N5, with properties calculated with ωB97M-V/def2-TZVPD.

Computed properties:
LUMO: 0.391 eV
highest occupied orbital energy: -11.1 eV
multiplicity: 1
Kohn-Sham gap: 11.50 eV

CARTESIAN COORDINATES (ANGSTROEM)
C -2.013 -0.415 0.037
C 1.487 0.135 -0.239
C 2.872 -0.183 -0.042
H -1.954 -1.250 0.833
H -2.287 -0.697 -1.025
H -2.800 0.515 0.662
N -0.574 0.128 -0.066
N -0.212 1.363 -0.009
N 1.077 1.310 -0.095
N 0.401 -0.749 -0.184
N 4.005 -0.158 0.127

---

It is model b that is most stable; the runner-up trails by 186.0 kJ/mol.

---

Model a:
Below is a single C2H5F molecule, with properties calculated with ωB97M-V/def2-TZVPD.

Computed properties:
LUMO: 1.208 eV
highest occupied orbital energy: -10.8 eV
multiplicity: 1
Kohn-Sham gap: 12.00 eV

CARTESIAN COORDINATES (ANGSTROEM)
C -0.266 0.567 0.430
C 0.037 -0.520 -0.301
F 0.787 -0.034 -1.396
H 0.571 0.895 0.861
H -0.851 0.183 1.248
H -0.669 1.363 -0.315
H 1.056 -1.126 0.125
H -0.664 -1.328 -0.651

---

Model b:
Below is 2 unconnected molecules or ions with the total composition C2H5F, with properties calculated with ωB97M-V/def2-TZVPD.

Computed properties:
LUMO (alpha / beta): 0.834 / -0.438 eV
highest occupied orbital energy (alpha / beta): -10.2 / -7.6 eV
multiplicity: 1
Kohn-Sham gap (alpha / beta): 11.04 / 7.13 eV

CARTESIAN COORDINATES (ANGSTROEM)
C 0.563 0.631 -0.062
C -0.588 -0.142 -0.378
F -1.741 -0.019 0.223
H 0.444 1.718 0.191
H 0.863 0.464 0.928
H 1.449 0.636 -0.651
H -0.285 -2.315 0.849
H -0.705 -0.973 -1.100

---

It is model a that is most stable; the runner-up trails by 320.1 kJ/mol.

---

Model a:
Below is 2 unconnected molecules or ions with the total composition C3H7N3OS, with properties calculated with ωB97M-V/def2-TZVPD.

Computed properties:
LUMO: -0.231 eV
highest occupied orbital energy: -9.0 eV
multiplicity: 1
Kohn-Sham gap: 8.73 eV

CARTESIAN COORDINATES (ANGSTROEM)
C -0.553 -0.487 0.611
C 1.049 -0.262 0.405
C 1.234 1.933 -0.896
H -2.548 -0.942 0.532
H -1.000 -2.764 -0.186
H -1.384 1.254 -0.048
H 1.678 0.206 1.189
H 1.569 -1.367 0.376
H 1.178 -0.136 -1.762
H 1.011 2.701 0.009
N -0.963 -1.986 1.052
N -1.451 0.380 0.416
N 1.272 0.510 -0.815
O -2.464 -1.730 1.422
S 1.373 2.690 -2.305

---

Model b:
Below is 2 unconnected molecules or ions with the total composition C3H7N3OS, with properties calculated with ωB97M-V/def2-TZVPD.

Computed properties:
LUMO: 0.506 eV
highest occupied orbital energy: -9.0 eV
multiplicity: 1
Kohn-Sham gap: 9.54 eV

CARTESIAN COORDINATES (ANGSTROEM)
C 0.285 -0.935 -1.660
C 0.845 -0.437 0.664
C -0.563 1.193 -0.794
H -0.473 -1.933 -1.325
H -0.047 -0.391 -2.582
H 1.576 -1.695 -1.510
H 1.975 -0.528 0.487
H -0.969 -1.195 3.627
H -0.307 3.081 0.324
H -0.245 1.596 0.966
N 0.091 -0.108 -0.494
N 0.390 -0.990 1.730
N -0.078 2.033 0.148
O -1.246 1.439 -1.839
S -1.234 -1.129 2.257

---

Model c:
Below is 2 unconnected molecules or ions with the total composition C3H7N3OS, with properties calculated with ωB97M-V/def2-TZVPD.

Computed properties:
LUMO: 0.411 eV
highest occupied orbital energy: -8.9 eV
multiplicity: 1
Kohn-Sham gap: 9.28 eV

CARTESIAN COORDINATES (ANGSTROEM)
C 0.833 1.366 -0.345
N 0.592 -0.088 -0.385
C 1.474 -0.941 -0.198
O 1.109 -2.224 -0.284
S 3.187 -0.653 0.328
H 1.915 1.672 -0.595
H 0.128 2.014 -0.968
H 0.690 1.603 0.734
H 0.111 -2.493 -0.281
H 3.115 -2.013 0.434
N -1.505 -2.445 -0.206
C -2.155 -1.612 0.210
N -2.983 -0.640 0.527
H -3.041 0.166 -0.063
H -3.427 -0.704 1.387

---

It is model c that is most stable; the runner-up trails by 244.6 kJ/mol.